[1]
Density functional theory data (ωB97M-V with the def2-TZVPD basis set) for a 2-piece molecular cluster, C3H11N2S overall in a non-equilibrium geometry.

HOMO-LUMO gap (eV): 8.20
F_max (eV/A): 5.68
Total charge: +1
DFT total energy (eV): -17097.79286

Positions of all 17 atoms, in Å:
C: -1.5169 -2.9109 -1.4164
C: -2.0238 -1.4614 -1.4706
S: -1.0378 -0.4870 -0.1742
H: -0.4998 -3.0213 -1.8927
H: -1.6338 -3.3678 -0.3995
H: -2.2818 -3.5565 -1.9797
H: -3.1157 -1.4129 -1.1144
H: -1.9489 -1.0968 -2.4058
H: -1.2958 -1.2707 0.8692
N: 1.3293 0.9355 1.3182
C: 2.1763 1.9427 1.4727
N: 2.4473 2.8068 0.4849
H: 0.5304 1.0231 0.7788
H: 1.1797 0.3117 2.0902
H: 2.6707 2.1395 2.4976
H: 2.6851 3.7652 0.6566
H: 2.0656 2.6603 -0.4487

Results of the natural (NBO) charge analysis, in e, for atoms 1 through 8: atom 1 (C): -0.64, atom 2 (C): -0.43, atom 3 (S): -0.18, atom 4 (H): 0.23, atom 5 (H): 0.22, atom 6 (H): 0.23, atom 7 (H): 0.23, atom 8 (H): 0.22



[2]
Density functional theory data (ωB97M-V with the def2-TZVPD basis set) for a 3-piece molecular cluster, C2H10N2O3 overall in a non-equilibrium geometry.

HOMO-LUMO gap (alpha / beta) (eV): 10.45 / 5.37
F_max (eV/A): 4.51
Total charge: +1
DFT total energy (eV): -11347.86239
Spin multiplicity: 2

Positions of all 17 atoms, in Å:
N: 1.4858 -0.5555 1.4525
C: 1.7555 -0.5341 -0.0080
C: 0.2965 -0.6610 -0.7531
N: -0.3762 -1.7616 -0.2211
O: 0.1128 0.3910 -1.4236
H: 2.3135 -0.2099 1.9372
H: 0.7145 0.0903 1.7167
H: 2.2826 0.4147 -0.3373
H: 2.2619 -1.4276 -0.0833
H: 0.1142 -2.4548 0.3642
H: -1.2604 -1.7751 0.2070
H: -1.9730 0.8456 0.8283
H: -2.5751 0.2195 -0.3112
O: -2.2664 -0.0534 0.6200
H: -0.1059 1.6136 -0.3153
H: -0.1848 3.0542 -0.8726
O: -0.5546 2.5398 -0.0947

Results of the natural (NBO) charge analysis, in e, for atoms 1 through 8: atom 1 (N): -0.65, atom 2 (C): -0.25, atom 3 (C): 0.71, atom 4 (N): -0.70, atom 5 (O): -0.35, atom 6 (H): 0.40, atom 7 (H): 0.40, atom 8 (H): 0.26



[3]
Density functional theory data (ωB97M-V with the def2-TZVPD basis set) for an isolated ion of composition C5H10NO4 and charge +1 in a non-equilibrium geometry.

HOMO-LUMO gap (eV): 11.77
SMILES: OC1=[NH+]C[C@H](C(O)O)CO1
F_max (eV/A): 3.85
Total charge: +1
DFT total energy (eV): -15020.23288

Positions of all 20 atoms, in Å:
C: 0.2506 -0.4151 -1.4855
C: -0.5039 -1.1395 0.7124
C: -0.6892 -0.0416 -0.3229
C: -0.7447 1.3697 0.2888
C: 1.8470 -0.9600 0.2515
N: 1.5742 -0.6567 -0.9957
O: 0.9549 -1.1559 1.1033
O: 0.4334 1.8219 0.8492
O: -1.7179 1.0901 1.2556
O: 3.0788 -0.9701 0.6027
H: -0.2463 -1.2194 -1.9911
H: 0.5247 0.3399 -2.2565
H: -1.0971 -1.0215 1.5998
H: -0.6523 -2.0651 0.2065
H: -1.7112 -0.2484 -0.6589
H: -1.1052 2.1053 -0.4302
H: 2.4723 -0.5015 -1.6049
H: 0.6054 2.7852 0.7640
H: -2.0851 1.9453 1.6535
H: 3.1323 -0.6108 1.5146

Results of the natural (NBO) charge analysis, in e, for atoms 1 through 8: atom 1 (C): -0.23, atom 2 (C): -0.05, atom 3 (C): -0.30, atom 4 (C): 0.37, atom 5 (C): 0.93, atom 6 (N): -0.56, atom 7 (O): -0.44, atom 8 (O): -0.74



[4]
Density functional theory data (ωB97M-V with the def2-TZVPD basis set) for C2H8O3Rb as an isolated structure in a non-equilibrium geometry.

HOMO-LUMO gap (eV): 10.60
F_max (eV/A): 2.39
Total charge: +1
DFT total energy (eV): -8995.71920

Positions of all 14 atoms, in Å:
Rb: 0.2634 1.7685 1.4895
O: 1.2062 0.0552 3.6943
H: 1.1067 -0.7393 4.2188
H: 2.1514 0.2020 3.6580
C: -0.9815 0.2950 -1.5953
C: -0.6172 -1.0902 -1.0250
O: 0.3696 -0.8427 0.0584
O: 0.2224 1.0128 -2.1609
H: -1.2847 0.9212 -0.7562
H: -1.6825 0.3930 -2.4242
H: -0.3918 -1.8952 -1.7245
H: -1.4292 -1.4139 -0.3739
H: 1.1270 -0.3710 -0.2955
H: -0.0598 1.7047 -2.7635

Results of the natural (NBO) charge analysis, in e, for atoms 1 through 8: atom 1 (Rb): 0.99, atom 2 (O): -0.98, atom 3 (H): 0.50, atom 4 (H): 0.48, atom 5 (C): -0.08, atom 6 (C): -0.10, atom 7 (O): -0.76, atom 8 (O): -0.77



[5]
Density functional theory data (ωB97M-V with the def2-TZVPD basis set) for C27H58BeNP3 as an isolated structure in a non-equilibrium geometry.

HOMO-LUMO gap (alpha / beta) (eV): 5.09 / 5.07
F_max (eV/A): 4.50
Total charge: 0
DFT total energy (eV): -58691.74966

Positions of all 90 atoms, in Å:
P: 3.2740 1.6550 -3.4736
P: -1.0333 -2.9389 2.0769
C: 2.3385 0.6551 -2.2879
C: 0.8699 0.5081 -2.4118
H: 2.5728 1.0504 -1.2891
H: 2.8813 -0.2968 -2.4116
H: 0.2938 1.0899 -1.6824
H: 0.4141 0.4545 -3.4035
C: 0.1518 -3.8322 3.1529
H: 0.2023 -3.2838 4.1061
H: 1.1682 -3.8989 2.7451
H: -0.2459 -4.8283 3.3602
C: -2.5452 -3.8790 2.4403
H: -2.4053 -4.9003 2.0746
H: -3.4067 -3.4172 1.9395
H: -2.6911 -3.8927 3.5268
C: 4.9281 0.9261 -3.5003
H: 5.6798 1.6137 -3.9126
H: 4.9089 0.0132 -4.1136
H: 5.2196 0.6427 -2.4777
C: 2.5185 1.5296 -5.0876
H: 1.4538 1.3040 -4.9657
H: 2.9894 0.7193 -5.6621
H: 2.6176 2.4723 -5.6443
Be: -0.0268 -1.2062 -1.0369
C: -1.2606 -2.4596 -0.8849
C: -0.8220 -3.4496 0.1616
C: 0.5790 -4.0606 0.0806
C: 1.3372 -3.7592 -1.1817
C: 1.2789 -2.2660 -1.5013
C: 0.5646 -1.8698 -2.6651
C: -0.4981 -2.7718 -3.2832
C: -1.5606 -3.1638 -2.2448
C: 3.3400 3.3639 -2.9124
H: -2.1163 -1.8407 -0.5681
H: -1.5326 -4.3038 0.1971
H: 0.5360 -5.1480 0.2612
H: 1.1956 -3.6347 0.8757
H: 2.3789 -4.0924 -1.0585
H: 0.9484 -4.3825 -1.9923
H: 2.1811 -1.7415 -1.1995
H: 1.1571 -1.4018 -3.4564
H: -0.0335 -3.6530 -3.7407
H: -0.9927 -2.2389 -4.1085
H: -2.5463 -2.8455 -2.6281
H: -1.6165 -4.2688 -2.1648
H: 2.3306 3.6964 -2.6282
H: 3.6991 4.0413 -3.7034
H: 4.0009 3.4700 -2.0394
C: 1.7548 0.9250 2.0297
C: 0.6722 1.9739 1.7446
C: 0.5206 2.8667 2.9895
C: 1.1764 2.8773 0.6195
P: -0.8697 1.0239 1.1583
N: -0.4253 -0.1200 0.1687
C: -1.7768 0.5845 2.8004
C: -2.4129 1.7422 3.6173
C: -2.9299 -0.3785 2.4884
C: -0.7915 -0.1153 3.7483
C: -2.0578 2.2914 0.3621
C: -2.1209 3.6512 1.0902
C: -1.6459 2.5867 -1.0835
C: -3.4909 1.7332 0.2907
H: 2.7203 1.4339 2.1692
H: 1.8331 0.2325 1.1877
H: 1.5559 0.3424 2.9322
H: 1.4947 3.3384 3.1909
H: -0.1909 3.6841 2.8526
H: 0.2661 2.3206 3.8964
H: 1.2782 2.3178 -0.3136
H: 0.5566 3.7642 0.4547
H: 2.1772 3.2510 0.8888
H: -3.3140 2.1582 3.1537
H: -2.7316 1.3218 4.5850
H: -1.7170 2.5499 3.8546
H: -2.6429 -1.1213 1.7315
H: -3.2123 -0.9021 3.4136
H: -3.8325 0.1413 2.1481
H: -0.3108 -0.9797 3.2610
H: -0.0337 0.5664 4.1500
H: -1.3597 -0.4847 4.6164
H: -1.1710 4.1925 1.0923
H: -2.8459 4.2750 0.5452
H: -2.4951 3.5871 2.1130
H: -1.6472 1.6724 -1.6826
H: -2.3913 3.2769 -1.5093
H: -0.6744 3.0891 -1.1580
H: -3.5068 0.6946 -0.0625
H: -4.0403 1.8217 1.2347
H: -4.0434 2.3345 -0.4465

Results of the Löwdin charge analysis, in e, for atoms 1 through 8: atom 1 (P): 0.86, atom 2 (P): 0.94, atom 3 (C): -0.38, atom 4 (C): -0.16, atom 5 (H): 0.09, atom 6 (H): 0.07, atom 7 (H): -0.01, atom 8 (H): 0.04



[6]
Density functional theory data (ωB97M-V with the def2-TZVPD basis set) for a 3-piece molecular cluster, H5O3 overall in a non-equilibrium geometry.

HOMO-LUMO gap (eV): 9.63
F_max (eV/A): 1.93
Total charge: -1
DFT total energy (eV): -6224.30402

Positions of all 8 atoms, in Å:
O: 0.9397 -1.8317 -0.5215
H: -0.0342 -1.8992 -0.5401
O: -1.2779 1.4689 -0.3326
H: -0.4851 1.0559 0.3009
H: -0.9124 1.4953 -1.2029
O: 0.6460 0.3264 0.6928
H: 0.8676 -0.9159 0.0290
H: 0.2564 0.3002 1.5746

Atom-resolved charges from natural (NBO), all expressed in e: atom 1 (O): -1.06, atom 2 (H): 0.43, atom 3 (O): -1.08, atom 4 (H): 0.49, atom 5 (H): 0.44, atom 6 (O): -1.15, atom 7 (H): 0.50, atom 8 (H): 0.42



[7]
Density functional theory data (ωB97M-V with the def2-TZVPD basis set) for C19H23CuN2O4S2 as an isolated structure.

HOMO-LUMO gap (eV): 7.19
F_max (eV/A): 0.44
Total charge: 0
DFT total energy (eV): -97556.52825

Positions of all 51 atoms, in Å:
Cu: 0.5703 -0.8421 -1.7320
S: 4.0871 1.5609 -0.5995
C: 4.5751 -0.0752 -0.4918
C: 3.5767 -0.9244 -0.8627
C: 2.3479 -0.2852 -1.2303
C: 2.4932 1.0790 -1.1240
C: 1.4529 2.0728 -1.4163
C: 1.6631 3.4552 -1.3472
C: 0.6242 4.3185 -1.6420
C: -0.6146 3.8010 -1.9925
C: -0.7459 2.4229 -2.0290
N: 0.2489 1.5844 -1.7599
H: 5.5792 -0.3214 -0.1773
H: 3.7159 -1.9995 -0.8708
H: 2.6401 3.8400 -1.0788
H: 0.7818 5.3895 -1.6058
H: -1.4506 4.4413 -2.2408
H: -1.6903 1.9607 -2.3017
O: -1.4820 -1.1753 -1.8119
H: -1.5763 -1.5777 -0.9264
H: -1.6221 -1.9065 -2.4295
C: -1.7446 4.4136 1.8446
C: -1.3395 2.9685 1.7147
C: -2.2790 1.9818 1.4227
C: -1.9052 0.6498 1.3026
C: -0.5736 0.3100 1.4615
C: 0.3882 1.2794 1.7159
C: -0.0036 2.5984 1.8599
S: -0.0517 -1.3945 1.3545
C: -0.2671 -1.6996 3.1166
O: -1.1910 -2.1659 0.7242
H: -2.8244 4.5174 1.9421
H: -1.4289 4.9722 0.9615
H: -1.2739 4.8780 2.7118
H: -3.3207 2.2569 1.2984
H: -2.6351 -0.1239 1.0918
H: 1.4354 1.0020 1.7897
H: 0.7407 3.3587 2.0682
H: -1.3041 -1.5018 3.3841
H: 0.4127 -1.0525 3.6734
H: -0.0130 -2.7457 3.2902
N: -1.0395 -6.0924 -0.2794
C: -0.0123 -5.1012 -0.5945
C: -0.4454 -4.2305 -1.7597
O: -1.7614 -4.2709 -2.0089
O: 0.3010 -3.5345 -2.3914
H: -1.0608 -6.3101 0.7061
H: -0.8972 -6.9544 -0.7899
H: -2.1308 -4.9171 -1.3707
H: 0.9775 -5.5021 -0.8111
H: 0.0729 -4.4086 0.2415

Results of the natural (NBO) charge analysis, in e, for atoms 1 through 8: atom 1 (Cu): 0.71, atom 2 (S): 0.35, atom 3 (C): -0.42, atom 4 (C): -0.29, atom 5 (C): -0.42, atom 6 (C): -0.34, atom 7 (C): 0.20, atom 8 (C): -0.26



[8]
Density functional theory data (ωB97M-V with the def2-TZVPD basis set) for H12O6 as an isolated structure in a non-equilibrium geometry.

HOMO-LUMO gap (eV): 9.98
F_max (eV/A): 5.45
Total charge: 0
DFT total energy (eV): -12476.19367

Positions of all 18 atoms, in Å:
O: 1.7209 1.1239 -1.7921
H: 2.4227 1.3990 -1.2021
H: 1.0633 0.7329 -1.2169
O: -1.1295 -2.0048 0.9714
H: -0.6388 -2.0612 0.1515
H: -1.0877 -1.0796 1.2130
O: 0.0106 0.3998 -0.2912
H: -0.2602 -0.3382 -0.8373
H: -0.6780 1.0535 -0.4126
O: -1.6205 0.6078 1.6032
H: -1.1342 1.1493 2.2248
H: -2.1850 1.2250 1.1377
O: 1.6639 0.4323 1.0956
H: 1.7426 1.3771 1.2269
H: 0.8010 0.3163 0.6980
O: -0.3286 -1.5221 -1.1534
H: 0.5472 -1.3655 -1.5064
H: -0.9096 -1.4455 -1.9102

Results of the natural (NBO) charge analysis, in e, for atoms 1 through 8: atom 1 (O): -1.00, atom 2 (H): 0.47, atom 3 (H): 0.45, atom 4 (O): -0.98, atom 5 (H): 0.46, atom 6 (H): 0.48, atom 7 (O): -0.91, atom 8 (H): 0.45



[9]
Density functional theory data (ωB97M-V with the def2-TZVPD basis set) for an isolated ion of composition C4H3N2 and charge +1 in a non-equilibrium geometry.

HOMO-LUMO gap (eV): 9.22
SMILES: C=[N+]=C=CC#N
F_max (eV/A): 10.95
Total charge: +1
DFT total energy (eV): -7163.70993

Positions of all 9 atoms, in Å:
C: 1.5136 2.2515 2.3294
C: 0.3497 2.0701 1.5393
C: 0.2605 1.0150 0.8307
C: 0.3364 -1.2651 -0.4817
N: 2.4789 2.4166 2.9048
N: 0.6274 -0.1835 0.0512
H: -0.3234 2.8831 1.5981
H: -0.6533 -1.3421 -0.9943
H: 1.0451 -2.0216 -0.6952

Results of the natural (NBO) charge analysis, in e, for atoms 1 through 8: atom 1 (C): 0.20, atom 2 (C): -0.33, atom 3 (C): 0.57, atom 4 (C): 0.13, atom 5 (N): -0.11, atom 6 (N): -0.30, atom 7 (H): 0.34, atom 8 (H): 0.24



[10]
Density functional theory data (ωB97M-V with the def2-TZVPD basis set) for C6H12O3Pd as an isolated structure in a non-equilibrium geometry.

HOMO-LUMO gap (eV): 4.55
F_max (eV/A): 2.72
Total charge: +2
DFT total energy (eV): -16014.68644

Positions of all 22 atoms, in Å:
C: -0.9471 -1.1631 2.3138
O: -1.5023 -1.1592 0.9993
C: -0.6606 -1.4839 -0.0252
C: -0.3245 -0.1998 -0.8873
C: -0.8049 1.0971 -0.2661
C: -0.3567 2.2558 -1.1699
O: -0.3553 3.3894 -1.0344
O: 1.0885 -0.1878 -1.2423
C: 2.0605 0.0501 -0.1446
H: -0.4803 -2.1063 2.5297
H: -1.7539 -1.0000 2.9982
H: -0.2151 -0.3706 2.4298
H: -1.1727 -2.1506 -0.6941
H: 0.2557 -1.9541 0.3043
H: -0.8557 -0.3340 -1.8120
H: -0.4034 1.2720 0.7170
H: -1.8765 1.1124 -0.1520
H: 0.1122 1.7087 -2.2221
H: 2.3950 1.0714 -0.1567
H: 1.6231 -0.2122 0.7992
H: 2.8947 -0.5958 -0.3301
Pd: 1.2794 0.9606 -2.9545

Results of the natural (NBO) charge analysis, in e, for atoms 1 through 8: atom 1 (C): -0.26, atom 2 (O): -0.51, atom 3 (C): -0.06, atom 4 (C): 0.06, atom 5 (C): -0.53, atom 6 (C): 0.65, atom 7 (O): -0.19, atom 8 (O): -0.46



[11]
Density functional theory data (ωB97M-V with the def2-TZVPD basis set) for C5H3N3 in the gas phase in a non-equilibrium geometry.

HOMO-LUMO gap (eV): 7.80
SMILES: C1=NN=C2N=CC=C12
F_max (eV/A): 4.76
Total charge: 0
DFT total energy (eV): -9699.65554

Positions of all 11 atoms, in Å:
C: 1.7875 -0.3502 0.0897
C: -0.1750 -1.0222 -0.0918
C: -1.6951 0.6291 0.0060
C: -0.3070 0.3889 -0.0568
C: 0.9434 0.9409 0.0707
H: 2.8906 -0.3338 -0.0075
H: -2.3817 1.4534 -0.0133
H: 1.4536 1.8338 -0.0386
N: 1.1386 -1.4891 -0.0800
N: -1.2919 -1.5530 0.1489
N: -2.3631 -0.4979 -0.0273

Results of the natural (NBO) charge analysis, in e, for atoms 1 through 8: atom 1 (C): 0.09, atom 2 (C): 0.26, atom 3 (C): 0.01, atom 4 (C): -0.13, atom 5 (C): -0.15, atom 6 (H): 0.20, atom 7 (H): 0.23, atom 8 (H): 0.23



[12]
Density functional theory data (ωB97M-V with the def2-TZVPD basis set) for C36H32HfIN6O6S as an isolated structure in a non-equilibrium geometry.

HOMO-LUMO gap (eV): 6.75
F_max (eV/A): 4.72
Total charge: +1
DFT total energy (eV): -79320.19702

Positions of all 83 atoms, in Å:
Hf: 2.1151 -0.9425 -1.4443
C: -7.7628 -1.7487 8.2550
O: -6.5353 -1.0396 8.3390
C: -5.7044 -1.0807 7.2850
C: -4.5007 -0.3838 7.4317
C: -3.5897 -0.3489 6.4036
C: -3.8463 -1.0090 5.1948
C: -5.0403 -1.7136 5.0645
C: -5.9624 -1.7555 6.0942
C: -2.9076 -0.9801 4.0831
N: -3.0651 -1.5854 2.9251
C: -1.9602 -1.2804 2.1918
C: -1.0991 -0.4725 2.9128
N: -1.7175 -0.2937 4.1203
C: 0.1686 -0.0614 2.4292
C: 1.1311 0.6120 3.1983
C: 2.3639 0.8670 2.6562
C: 2.6092 0.4790 1.3412
N: 1.6999 -0.0981 0.5726
C: 0.4925 -0.4165 1.1000
C: -0.4118 -1.2358 0.3186
N: -0.0308 -1.6034 -0.9309
C: -0.7434 -2.5116 -1.5743
C: -1.9126 -3.0737 -1.0627
C: -2.3616 -2.6580 0.1642
C: -1.6041 -1.7238 0.8846
H: -8.2610 -1.5915 9.2062
H: -7.5916 -2.8171 8.1051
H: -8.3886 -1.3621 7.4473
H: -4.3108 0.1211 8.3693
H: -2.6664 0.1957 6.5577
H: -5.2332 -2.2324 4.1354
H: -6.8782 -2.3148 5.9630
H: -1.3748 0.2437 4.8950
H: 0.9132 0.8921 4.2207
H: 3.1467 1.3426 3.2282
H: 3.5906 0.6211 0.9141
H: -0.3830 -2.8080 -2.5518
H: -2.4408 -3.8208 -1.6371
H: -3.2674 -3.0468 0.6105
I: 1.2874 -1.0144 -4.3456
C: 3.3878 -0.7897 -4.7271
C: 3.8518 -1.2126 -5.9343
C: 5.2021 -0.9788 -6.2605
C: 6.0040 -0.3058 -5.3859
C: 5.5102 0.1457 -4.1389
C: 6.3315 0.8953 -3.2680
C: 5.8365 1.3559 -2.0833
C: 4.5235 1.0284 -1.6963
C: 3.6598 0.2787 -2.4725
C: 4.1646 -0.1272 -3.7479
H: 3.1977 -1.7091 -6.6374
H: 5.5796 -1.3175 -7.2156
H: 7.0372 -0.0960 -5.6336
H: 7.3523 1.1058 -3.5623
H: 6.4595 1.9465 -1.4232
H: 4.1989 1.4080 -0.7334
O: 3.9742 -4.1526 -0.6332
S: 3.1565 -3.0079 -0.7436
O: 3.8196 -1.6714 -0.4884
O: 1.9260 -2.9155 0.0527
O: 2.6245 -2.7191 -2.1657
C: -1.7108 0.4525 -3.0633
N: -1.0231 1.7279 -3.0901
C: -1.6554 2.7393 -3.9303
C: -1.2115 4.1256 -3.5178
C: 0.3024 4.1449 -3.5022
N: 0.8051 3.0846 -2.6379
C: 2.1180 3.3127 -2.0601
C: 0.1847 1.8920 -2.5014
O: 0.7123 0.9690 -1.8244
H: -2.7387 0.5963 -2.7276
H: -1.2024 -0.2081 -2.3777
H: -1.7245 0.0048 -4.0619
H: -2.7348 2.6352 -3.8150
H: -1.4134 2.5521 -4.9821
H: -1.5882 4.3489 -2.5179
H: -1.5995 4.8724 -4.2082
H: 0.6666 5.0928 -3.1074
H: 0.7014 4.0282 -4.5154
H: 2.1378 4.2992 -1.5954
H: 2.8966 3.2616 -2.8240
H: 2.3128 2.5569 -1.3134

Results of the Löwdin charge analysis, in e, for atoms 1 through 8: atom 1 (Hf): 1.44, atom 2 (C): -0.06, atom 3 (O): -0.06, atom 4 (C): -0.28, atom 5 (C): 0.01, atom 6 (C): -0.02, atom 7 (C): -0.16, atom 8 (C): -0.01